No. 1
Here is a 2-piece molecular cluster, C2H3FS3 overall in a non-equilibrium geometry from the OMol25 dataset. Energies are from ωB97M-V with the def2-TZVPD basis set.

Last column: natural (NBO) charge in e.
Cartesian coordinates (Å):
S  -1.8159  1.8371  1.5596  0.335
S  1.4806  -0.5228  -1.3541  -0.083
S  1.1696  2.0306  2.4006  0.370
F  -0.3370  -2.6325  -1.0231  -0.345
C  -0.3056  1.9984  1.9059  -0.706
C  -0.0882  -1.3197  -0.6920  -0.068
H  -0.1601  -1.1847  0.3930  0.179
H  -0.8741  -0.6383  -1.0025  0.176
H  0.9307  0.4320  -2.1874  0.143

## Properties
highest occupied orbital energy (alpha / beta): -6.31 / -9.71 eV
2S+1: 3
orbital gap (alpha / beta): 6.0 / 5.7 eV



No. 2
Here is a 15-piece molecular cluster, H30O15 overall in a non-equilibrium geometry from the OMol25 dataset. Energies are from ωB97M-V with the def2-TZVPD basis set.

Last column: natural (NBO) charge in e.
Cartesian coordinates (Å):
O  3.9831  -0.4682  -0.1062  -0.961
O  -0.6027  2.5014  2.4860  -0.982
O  0.4965  1.4222  -1.8969  -0.944
O  1.8273  -2.0333  3.6570  -0.942
O  -2.5910  -0.1215  -0.0326  -0.993
O  2.2513  0.2311  1.8818  -0.995
O  -1.9038  -3.0327  2.4214  -0.940
O  -3.9324  -0.4032  -2.5145  -0.952
O  -0.7024  4.1432  -0.2035  -0.980
O  -0.8216  0.0916  3.6947  -0.961
O  2.5676  -1.5822  -2.9923  -0.968
O  -2.9511  2.6451  -1.2141  -0.962
O  0.4943  -1.8080  0.0367  -0.954
O  -1.6267  -2.5532  -2.3001  -0.984
O  3.1270  1.2230  -2.4593  -0.958
H  -1.2462  -3.3364  1.7907  0.458
H  3.2580  -1.7637  -2.3679  0.481
H  -3.4621  3.4520  -1.2915  0.486
H  1.0154  -1.4545  -0.6632  0.481
H  -0.8623  3.2620  0.0494  0.499
H  1.4087  0.5021  1.5364  0.495
H  3.4423  0.3810  -2.8104  0.474
H  3.0671  0.5653  1.5411  0.499
H  0.2370  2.7907  2.8422  0.458
H  -3.2777  -0.1485  -0.7308  0.490
H  1.1923  0.7448  -1.8379  0.465
H  -2.4970  -2.9030  -2.1383  0.480
H  0.6561  -2.7393  0.1528  0.473
H  2.5081  -1.5242  3.1971  0.484
H  4.1052  0.2133  -0.7801  0.489
H  0.0619  1.0827  -1.0960  0.472
H  -3.4274  -1.1563  -2.8320  0.482
H  -2.4438  2.5425  -2.0180  0.479
H  -0.3853  -0.2408  4.4790  0.497
H  -1.2833  -1.8770  -1.7338  0.508
H  2.3818  1.4145  -3.0323  0.491
H  -2.5316  -2.5223  1.8960  0.483
H  1.4878  -2.4825  2.8749  0.456
H  -3.7251  0.3248  -3.0974  0.480
H  0.0857  4.6142  0.0463  0.481
H  -0.6549  1.6171  2.9162  0.493
H  2.1855  -2.3948  -3.2851  0.489
H  -2.6911  0.8390  0.0833  0.486
H  -0.6623  -0.5119  2.9621  0.495
H  4.8407  -0.8992  -0.0182  0.474

## Properties
highest occupied orbital energy: -10.56 eV
2S+1: 1
orbital gap: 10.2 eV



No. 3
Here is a single C3H4ClN3 molecule in a non-equilibrium geometry from the OMol25 dataset. Energies are from ωB97M-V with the def2-TZVPD basis set.

Last column: natural (NBO) charge in e.
Cartesian coordinates (Å):
Cl  -1.6216  1.1319  -2.0174  -0.420
N  1.7470  -0.8362  0.8522  0.091
N  2.8224  -0.9250  0.6080  0.039
N  0.0290  0.8062  -0.7198  -0.245
C  0.4583  -0.8895  1.0197  -0.315
C  -0.4151  -0.3822  -0.0322  -0.256
C  1.0299  1.4224  -0.8498  0.122
H  -1.2896  -0.2630  0.4745  0.243
H  0.0085  -0.9763  2.1001  0.247
H  1.2575  2.4099  -1.4677  0.255
H  -0.5666  -1.0852  -0.9154  0.237

## Properties
highest occupied orbital energy: -8.91 eV
2S+1: 1
orbital gap: 8.3 eV



No. 4
Here is a 2-piece molecular cluster, C3H10N3 overall in a non-equilibrium geometry from the OMol25 dataset. Energies are from ωB97M-V with the def2-TZVPD basis set.

Last column: natural (NBO) charge in e.
Cartesian coordinates (Å):
N  -1.1753  -1.3644  0.5978  -0.789
N  0.3595  1.0302  -0.5836  -0.443
N  1.0469  -0.9972  1.0457  -0.768
C  -0.0064  -1.7840  1.2015  0.359
C  1.0766  1.6092  -1.4827  0.089
C  -1.0601  1.4695  -0.5991  -0.442
H  -1.4045  1.3423  0.3974  0.238
H  -1.9570  -2.0171  0.5094  0.417
H  -1.5882  0.8552  -1.4141  0.227
H  1.8907  -1.5571  1.1955  0.398
H  0.7204  2.5374  -1.9929  0.212
H  -1.1244  -0.7711  -0.2197  0.389
H  -1.0535  2.4970  -0.8274  0.229
H  -0.0392  -2.7169  1.7578  0.213
H  2.0893  1.2456  -1.6731  0.219
H  0.7888  0.1364  0.1293  0.452

## Properties
highest occupied orbital energy: -14.09 eV
2S+1: 1
orbital gap: 9.9 eV
net charge: +1



No. 5
Here is a 11-piece molecular cluster, C22H66O11 overall in a non-equilibrium geometry from the OMol25 dataset. Energies are from ωB97M-V with the def2-TZVPD basis set.

Last column: Mulliken charge in e.
Cartesian coordinates (Å):
O  -1.6447  0.6327  -0.1698  0.004
O  2.2979  2.4712  1.8985  -0.288
O  4.1444  0.5290  2.3729  -0.338
O  -6.9041  0.0335  -2.9124  -0.575
O  4.5086  -1.5658  -2.6376  -0.633
O  -1.8298  2.0375  -2.6219  -0.602
O  -0.1100  -4.4904  -2.6257  -0.536
O  0.8542  -4.5478  2.4952  -0.590
O  -5.0349  4.6135  -1.2947  -0.553
O  -2.5181  -1.0711  1.6825  -0.354
O  4.9619  1.0528  -2.1714  -0.526
C  -0.9173  1.1676  -3.4005  0.500
C  -3.3066  -0.4104  2.6728  -0.121
C  4.0877  -1.7648  -1.2770  1.102
C  6.2572  1.4866  2.9300  -1.235
C  -0.8471  -3.3839  -2.0839  0.023
C  3.9979  2.1152  -2.0463  -0.446
C  0.5269  -0.3061  0.2966  0.701
C  3.9750  -3.2926  -1.1081  -0.866
C  -5.4719  0.2063  -2.8359  -0.516
C  -5.7898  3.6721  -0.5640  -0.302
C  5.2847  1.1054  1.8208  0.106
C  -1.7708  -0.0469  -3.8727  -0.658
C  -4.6084  -1.2027  2.8009  -1.111
C  -1.4289  -3.8668  -0.7037  -0.430
C  1.7205  -3.7050  1.7917  0.095
C  2.5624  1.5600  -1.8338  -0.180
C  -0.3296  0.9396  0.2684  -0.014
C  -4.9244  -0.3043  -1.4599  -0.207
C  1.9643  -2.4866  2.6673  -0.852
C  -4.7695  2.9622  0.3506  -0.419
C  1.6437  3.0280  3.0242  -0.391
C  2.5710  2.7514  4.2033  -1.019
H  0.6997  -0.7192  -0.6971  -0.452
H  4.7007  -0.6273  -2.7003  0.434
H  3.9610  2.7699  -2.9170  0.341
H  4.7659  -1.3695  -0.5208  -0.120
H  -4.3746  3.6272  1.1187  0.432
H  -2.3069  -1.9575  1.9846  0.217
H  -5.2636  2.1795  0.9261  0.237
H  -4.6901  4.1875  -2.0829  0.309
H  2.8674  1.7109  4.3362  0.310
H  -0.4761  1.7253  -4.2266  0.428
H  -1.8460  1.6864  -1.7286  0.235
H  -1.6137  -3.1465  -2.8215  0.369
H  -6.2407  3.0054  -1.2989  0.114
H  7.0790  2.0152  2.4470  0.379
H  -3.8988  0.0245  -1.2920  -0.236
H  -1.8695  -2.9526  -0.3061  -0.235
H  -5.5056  0.0653  -0.6151  0.359
H  0.1676  1.5967  -0.4451  0.515
H  -5.0324  -1.3877  -1.5102  0.326
H  -5.2313  -0.7336  3.5625  0.405
H  -0.1274  0.7895  -2.7514  -0.569
H  -5.2002  -1.2010  1.8856  0.188
H  2.4682  0.6960  -2.4916  0.301
H  -0.2539  -2.4921  -1.8819  -0.208
H  0.0697  -1.0660  0.9304  0.126
H  6.6095  0.6396  3.5188  0.315
H  3.1304  -1.2748  -1.0995  -0.423
H  -1.1971  -0.7114  -4.5187  0.446
H  2.1131  3.1916  5.0891  0.429
H  1.5229  -0.0927  0.6846  -0.323
H  -7.3337  0.6296  -2.2947  0.322
H  -0.6259  -4.2112  -0.0520  0.182
H  2.3106  -2.7232  3.6733  0.420
H  3.4837  3.3180  4.0185  0.194
H  4.9532  -3.7620  -1.0039  0.394
H  -2.0066  0.0503  0.5021  -0.270
H  5.8205  2.2061  3.6226  0.214
H  3.4534  1.1620  2.1648  0.183
H  5.7438  0.4813  1.0541  0.297
H  -3.9491  2.5305  -0.2227  -0.107
H  -4.3898  -2.2294  3.0947  0.369
H  -5.0712  -0.4385  -3.6180  0.305
H  -6.5383  4.1998  0.0272  0.327
H  -2.5518  0.4706  -4.4299  0.329
H  3.3760  -3.5213  -0.2267  -0.191
H  4.2156  2.7661  -1.1994  0.262
H  1.0393  -5.4377  2.1863  0.329
H  1.8638  2.2988  -2.2263  0.458
H  0.6679  2.5681  3.1803  0.195
H  -2.1070  -4.7138  -0.8084  0.486
H  -2.7646  -0.2721  3.6083  0.338
H  -2.3033  -0.5934  -3.0943  -0.205
H  2.7354  -1.8783  2.1945  0.112
H  2.5871  3.2563  1.4277  0.141
H  2.3517  1.4133  -0.7745  -0.511
H  -3.5915  0.5858  2.3343  0.077
H  -0.3270  1.3613  1.2735  -0.267
H  -5.2344  1.2395  -3.0896  0.256
H  2.6274  -4.2542  1.5391  0.526
H  -0.7525  -5.1202  -2.9605  0.317
H  5.0760  2.0217  1.2685  0.071
H  1.4571  4.0932  2.8874  0.425
H  1.1064  -1.8207  2.7600  0.122
H  3.4698  -3.7523  -1.9576  0.366
H  5.8251  1.4179  -1.9637  0.259
H  1.2029  -3.4401  0.8697  -0.146

## Properties
highest occupied orbital energy: -9.55 eV
2S+1: 1
orbital gap: 9.7 eV